Entry P
# C3H8O2P

2 unconnected molecules or ions with the total composition C3H8O2P (ωB97M-V/def2-TZVPD, OMol25).

Atoms and positions in Å:
H  -0.09  -2.36  0.48
O  1.80  -1.58  2.00
P  0.38  -1.85  1.74
H  1.04  1.33  -2.12
H  -0.86  -0.53  -1.00
O  -0.35  -2.82  2.60
H  -0.75  0.70  2.14
C  0.90  0.90  -1.08
C  -0.74  -0.36  1.70
C  -0.43  0.39  -0.81
H  1.70  0.12  -1.19
H  1.19  1.54  -0.37
H  -1.78  -0.75  1.75
H  -1.26  1.15  -0.42

charge: -1
HOMO (spin up / spin down): -4.3 / -4.1 eV
molecular weight: 107.1 g mol⁻¹
spin multiplicity: 1
LUMO energy (spin up / spin down): 3.940 / 3.826 eV
Kohn-Sham gap (spin up / spin down): 8.29 / 7.96 eV

Per-atom Löwdin charges, elementary charge units: -0.0039 -0.4459 0.1616 0.0753 -0.0181 -0.4878 0.0156 -0.2115 -0.1430 -0.1151 0.0878 0.0103 -0.0016 0.0763

=====

Entry Q
# C3H8O2P

A molecular structure, C3H8O2P (ωB97M-V/def2-TZVPD, OMol25).

Atoms and positions in Å:
H  2.19  1.28  -0.89
H  0.79  1.56  -1.93
H  0.97  -1.21  1.50
O  -1.68  1.41  0.75
C  1.31  -0.16  1.46
C  -1.73  -0.91  -0.73
H  -2.35  -1.65  -0.40
P  0.27  0.41  0.09
C  1.29  0.82  -1.30
H  2.42  0.14  1.38
O  -0.46  -1.08  -0.21
H  0.78  0.16  2.34
H  -2.18  0.13  -0.29
H  -1.63  -0.88  -1.78

charge: -1
HOMO (spin up / spin down): -3.3 / -3.3 eV
molecular weight: 107.1 g mol⁻¹
spin multiplicity: 1
LUMO energy (spin up / spin down): 4.003 / 4.007 eV
Kohn-Sham gap (spin up / spin down): 7.33 / 7.32 eV

Per-atom Löwdin charges, elementary charge units: -0.0798 -0.0610 0.0341 -0.6845 -0.2409 -0.2640 0.0279 0.8027 -0.3118 0.0732 -0.4045 0.0084 0.0512 0.0490

=====

Entry R
# C3H8O2P

2 unconnected molecules or ions with the total composition C3H8O2P (ωB97M-V/def2-TZVPD, OMol25).

Atoms and positions in Å:
H  0.11  -1.61  1.11
C  -0.02  0.37  0.34
C  0.37  -1.06  0.21
O  -4.12  1.17  0.22
H  -0.15  -1.53  -0.63
P  -3.33  -0.09  0.22
H  -0.09  0.79  -1.75
C  0.25  1.26  -0.83
H  0.16  0.82  1.31
H  -3.50  -0.77  1.48
H  1.33  1.48  -0.95
H  -0.26  2.22  -0.72
H  1.46  -1.19  0.04
O  -3.59  -1.05  -0.89

charge: -1
HOMO (spin up / spin down): -3.8 / -2.2 eV
molecular weight: 107.1 g mol⁻¹
spin multiplicity: 1
LUMO energy (spin up / spin down): 4.036 / 3.969 eV
Kohn-Sham gap (spin up / spin down): 7.85 / 6.16 eV

Per-atom Löwdin charges, elementary charge units: 0.0540 -0.2824 -0.1881 -0.5292 0.0609 0.3551 0.0626 -0.1816 0.0575 -0.0591 0.0603 0.0575 0.0584 -0.5259

=====

Computed relative energies in units of kJ/mol: entry P 144.9; entry Q 380.5; entry R 0.0

=====

Entry P
# CH3N2O2S

A molecular structure, CH3N2O2S (ωB97M-V/def2-TZVPD, OMol25).

Atoms and positions in Å:
N  0.73  -0.34  -0.30
H  -2.67  0.86  0.03
O  2.30  0.13  1.61
N  -0.56  0.57  0.56
H  -1.30  0.79  -1.35
C  -1.69  0.48  -0.34
S  1.98  -0.76  0.55
O  3.14  -1.13  -0.28
H  -1.93  -0.59  -0.47

charge: -1
HOMO (spin up / spin down): -3.0 / -4.4 eV
molecular weight: 107.1 g mol⁻¹
spin multiplicity: 1
LUMO energy (spin up / spin down): 4.013 / 3.954 eV
Kohn-Sham gap (spin up / spin down): 7.05 / 8.36 eV

Per-atom Löwdin charges, elementary charge units: -0.2977 0.0551 -0.4652 -0.0469 0.0659 -0.2944 0.4268 -0.4904 0.0468

=====

Entry Q
# CH3N2O2S

A gas-phase ion, CH3N2O2S (charge -1) (ωB97M-V/def2-TZVPD, OMol25).

Atoms and positions in Å:
O  2.17  1.42  -0.01
N  -0.51  -0.42  -0.72
H  -2.06  0.88  -0.52
H  -2.43  -0.83  -0.25
S  2.36  -0.05  -0.33
N  0.74  -0.27  0.06
H  -1.58  0.13  1.03
O  3.01  -0.79  0.77
C  -1.69  -0.04  -0.04

charge: -1
HOMO: -4.0 eV
molecular weight: 107.1 g mol⁻¹
spin multiplicity: 1
LUMO energy: 3.982 eV
Kohn-Sham gap: 7.94 eV

Per-atom Löwdin charges, elementary charge units: -0.5640 -0.1113 0.0644 0.0577 0.4914 -0.1845 0.0613 -0.5679 -0.2471

=====

Computed relative energies in units of kJ/mol: entry P 146.4; entry Q 0.0

=====

Entry P
# C3H11N2

2 unconnected molecules or ions with the total composition C3H11N2 (ωB97M-V/def2-TZVPD, OMol25).

Atoms and positions in Å:
H  0.72  -0.09  1.45
C  0.44  -0.77  -1.71
H  -1.96  0.95  1.94
H  -0.61  -1.08  1.73
C  -0.18  -0.14  2.10
N  -0.71  0.35  -1.92
H  -0.18  0.99  -1.35
H  0.74  -0.98  -2.74
N  -0.97  1.05  1.78
H  -0.23  -1.64  -1.52
H  -0.81  1.37  0.84
C  1.21  -0.30  -0.63
H  2.06  -0.92  -0.32
H  -0.09  -0.15  3.18
H  1.25  0.58  0.00
H  -0.68  0.79  -2.83

charge: +1
HOMO: -13.0 eV
molecular weight: 75.1 g mol⁻¹
spin multiplicity: 1
LUMO energy: -8.414 eV
Kohn-Sham gap: 4.62 eV

Per-atom Löwdin charges, elementary charge units: 0.0311 -0.1386 0.0776 0.0750 -0.1514 0.0321 0.0198 0.1806 -0.0350 0.1850 0.0284 0.2824 0.1359 0.0906 0.1058 0.0809

=====

Entry Q
# C3H11N2

2 unconnected molecules or ions with the total composition C3H11N2 (ωB97M-V/def2-TZVPD, OMol25).

Atoms and positions in Å:
H  -1.80  1.63  -1.27
C  -1.19  2.31  -0.84
H  -1.00  -0.67  1.09
C  -0.86  -1.11  0.04
H  -1.43  -0.69  -0.74
H  0.44  0.36  -0.29
H  1.42  -0.73  1.75
H  1.42  -2.20  0.84
H  0.23  2.38  0.53
H  0.78  -1.18  -1.22
N  -0.14  1.78  -0.22
H  2.55  -1.01  0.42
H  -1.14  -2.21  0.18
C  1.54  -1.23  0.76
H  -1.40  3.36  -0.74
N  0.58  -0.78  -0.29

charge: +1
HOMO: -15.3 eV
molecular weight: 75.1 g mol⁻¹
spin multiplicity: 1
LUMO energy: -3.751 eV
Kohn-Sham gap: 11.55 eV

Per-atom Löwdin charges, elementary charge units: 0.0360 0.0685 0.1244 -0.0395 0.0572 0.0876 0.1264 0.0367 0.0936 0.1686 0.0316 0.1058 0.1267 -0.0128 0.0925 -0.1034

=====

Computed relative energies in units of kJ/mol: entry P 422.4; entry Q 0.0

=====

Entry P
# C3H11N2

A molecular structure, C3H11N2 (ωB97M-V/def2-TZVPD, OMol25).

Atoms and positions in Å:
H  1.84  1.49  0.19
H  2.50  -0.73  -0.54
N  -1.62  0.74  0.74
H  -0.69  0.63  -1.41
H  0.16  1.74  0.68
H  -1.27  -1.16  -0.24
H  -2.41  0.53  1.35
C  0.56  -0.09  0.07
H  1.17  -1.78  -1.09
C  1.53  -1.14  -0.28
C  -0.84  -0.46  0.49
H  -0.75  0.76  -2.19
H  -0.74  -1.01  1.43
H  -2.00  1.12  -0.12
H  1.65  -1.78  0.59
N  0.91  1.13  0.33

charge: +1
HOMO: -14.8 eV
molecular weight: 75.1 g mol⁻¹
spin multiplicity: 1
LUMO energy: -4.493 eV
Kohn-Sham gap: 10.35 eV

Per-atom Löwdin charges, elementary charge units: 0.1633 0.1040 0.0028 0.0439 0.1423 0.1368 0.1023 -0.3345 0.1128 0.0193 -0.2283 0.1407 0.1551 0.0702 0.1236 0.2455

=====

Entry Q
# C3H11N2

2 unconnected molecules or ions with the total composition C3H11N2 (ωB97M-V/def2-TZVPD, OMol25).

Atoms and positions in Å:
H  -1.34  2.89  -0.20
H  0.78  -2.02  0.37
H  0.93  0.83  2.02
C  0.69  -2.15  -1.58
H  1.69  -1.88  -1.82
H  0.60  -3.25  -1.71
H  0.08  2.33  -1.28
H  0.15  -1.70  -2.34
C  -0.56  2.14  -0.34
N  -0.31  1.15  0.46
C  -0.07  0.97  1.88
N  0.16  -1.57  -0.28
H  -0.84  -2.07  -0.39
H  -0.58  0.06  2.31
H  0.02  0.26  -0.29
H  -0.77  1.76  2.32

charge: +1
HOMO: -14.5 eV
molecular weight: 75.1 g mol⁻¹
spin multiplicity: 1
LUMO energy: -5.175 eV
Kohn-Sham gap: 9.37 eV

Per-atom Löwdin charges, elementary charge units: 0.1024 0.0683 0.0666 -0.1538 0.0670 0.0956 0.1430 0.0454 0.1333 -0.0796 -0.0190 -0.0726 0.1572 0.1144 0.1919 0.1397

=====

Computed relative energies in units of kJ/mol: entry P 0.0; entry Q 222.2

=====

Entry P
# C3H11N2

A gas-phase ion, C3H11N2 (charge +1) (ωB97M-V/def2-TZVPD, OMol25).

Atoms and positions in Å:
N  -0.78  -0.36  1.35
C  0.63  -0.35  -1.16
H  -1.51  -0.23  0.64
H  1.09  -1.19  -0.66
H  -1.21  0.17  -1.90
C  0.34  0.64  1.29
N  -0.82  -0.64  -1.41
H  1.10  -0.17  -2.12
H  1.92  0.98  -0.13
C  0.84  0.84  -0.19
H  -0.25  1.50  1.60
H  0.25  1.73  -0.48
H  -1.24  -0.19  2.25
H  -0.79  -1.40  -2.09
H  -0.56  -1.35  1.42
H  1.20  0.57  1.94

charge: +1
HOMO: -14.2 eV
molecular weight: 75.1 g mol⁻¹
spin multiplicity: 1
SMILES: NCCC[NH3+]
LUMO energy: -3.523 eV
Kohn-Sham gap: 10.65 eV

Per-atom Löwdin charges, elementary charge units: 0.1612 -0.2362 0.1460 0.1069 0.0816 -0.1266 -0.0174 0.1133 0.1180 -0.1458 0.1268 0.1182 0.1715 0.0825 0.1715 0.1284

=====

Entry Q
# C3H11N2

A gas-phase ion, C3H11N2 (charge +1) (ωB97M-V/def2-TZVPD, OMol25).

Atoms and positions in Å:
H  0.40  -1.40  1.07
C  0.67  -0.35  1.12
N  1.67  -0.09  0.07
H  -1.44  -1.31  -1.07
H  -1.43  0.09  1.43
H  -0.18  1.34  -1.07
H  1.02  -0.14  2.13
C  -0.58  0.51  0.88
C  -0.90  0.70  -0.58
H  2.49  -0.66  0.25
H  -0.83  -0.47  -2.35
N  -0.74  -0.62  -1.34
H  0.19  -1.00  -1.18
H  -0.44  1.51  1.27
H  -1.91  1.03  -0.79
H  2.01  0.86  0.17

charge: +1
HOMO: -14.3 eV
molecular weight: 75.1 g mol⁻¹
spin multiplicity: 1
SMILES: NCCC[NH3+]
LUMO energy: -3.429 eV
Kohn-Sham gap: 10.87 eV

Per-atom Löwdin charges, elementary charge units: 0.1117 -0.2601 -0.0078 0.1733 0.1243 0.1226 0.1210 -0.1720 -0.1372 0.0912 0.1724 0.1800 0.1269 0.1231 0.1354 0.0952

=====

Entry R
# C3H11N2

2 unconnected molecules or ions with the total composition C3H11N2 (ωB97M-V/def2-TZVPD, OMol25).

Atoms and positions in Å:
C  -0.11  1.98  0.50
H  -1.04  0.88  2.49
H  -0.72  2.58  1.17
H  0.40  2.57  -0.23
C  -0.19  -1.04  -1.72
H  1.14  -1.87  -0.27
C  -0.60  0.12  1.86
H  -1.09  -0.85  -1.15
H  0.17  -0.45  2.38
H  -1.30  -0.60  1.44
H  -0.08  -0.26  -2.48
H  0.84  -0.02  -0.15
N  1.03  -1.05  -0.85
H  -0.28  -1.99  -2.25
N  0.09  0.76  0.72
H  1.74  -0.74  -1.48

charge: +1
HOMO: -15.1 eV
molecular weight: 75.1 g mol⁻¹
spin multiplicity: 1
LUMO energy: -3.285 eV
Kohn-Sham gap: 11.79 eV

Per-atom Löwdin charges, elementary charge units: 0.0561 0.0895 0.1012 0.0933 -0.0619 0.1389 -0.0367 0.0782 0.0953 0.0876 0.0966 0.1138 0.0416 0.0931 -0.1062 0.1197

=====

Computed relative energies in units of kJ/mol: entry P 73.4; entry Q 0.0; entry R 114.9

=====

Entry P
# C3H11N2

2 unconnected molecules or ions with the total composition C3H11N2 (ωB97M-V/def2-TZVPD, OMol25).

Atoms and positions in Å:
H  1.07  2.51  -0.32
C  -1.87  -0.64  1.22
H  -2.91  -0.51  0.90
N  -1.08  -1.56  0.86
C  0.33  1.83  -0.74
H  1.90  0.70  -1.72
H  0.59  -0.81  0.46
H  2.01  -1.06  -0.37
H  0.34  -0.06  -1.85
H  -1.57  0.04  2.01
H  -0.14  2.33  -1.59
C  0.96  0.53  -1.18
N  1.40  -0.32  -0.01
H  -0.45  1.65  0.01
H  1.93  0.26  0.64
H  -1.51  -2.09  0.10

charge: +1
HOMO: -15.0 eV
molecular weight: 75.1 g mol⁻¹
spin multiplicity: 1
LUMO energy: -3.236 eV
Kohn-Sham gap: 11.77 eV

Per-atom Löwdin charges, elementary charge units: 0.0905 -0.0817 0.0865 0.0136 -0.0664 0.1290 0.0922 0.1670 0.1279 0.0773 0.0953 -0.2040 0.1675 0.0679 0.1665 0.0711

=====

Entry Q
# C3H11N2

2 unconnected molecules or ions with the total composition C3H11N2 (ωB97M-V/def2-TZVPD, OMol25).

Atoms and positions in Å:
H  3.08  1.58  -0.77
H  -2.29  -0.61  0.12
H  -0.32  -2.37  -1.20
H  -1.17  -0.92  -1.73
H  -1.90  -2.52  -1.92
N  0.70  1.93  1.30
H  -0.25  2.28  1.20
C  1.37  1.66  0.22
H  -2.71  -2.28  0.40
H  -1.13  -1.64  0.91
N  2.68  1.50  0.15
H  0.83  1.48  -0.70
H  1.02  1.75  2.23
H  3.29  1.68  0.93
C  -1.30  -1.89  -1.26
C  -1.89  -1.63  0.13

charge: +1
HOMO: -14.6 eV
molecular weight: 75.1 g mol⁻¹
spin multiplicity: 1
LUMO energy: -4.309 eV
Kohn-Sham gap: 10.30 eV

Per-atom Löwdin charges, elementary charge units: 0.1416 0.0497 0.0582 0.0466 0.0668 0.2082 0.1508 -0.1528 0.0654 0.0532 0.2047 0.1665 0.1349 0.1443 -0.1670 -0.1711

=====

Entry R
# C3H11N2

2 unconnected molecules or ions with the total composition C3H11N2 (ωB97M-V/def2-TZVPD, OMol25).

Atoms and positions in Å:
H  -0.39  1.21  -1.26
H  -0.59  -1.56  2.97
H  -2.32  0.25  0.40
H  2.71  0.55  -1.59
N  -0.57  -1.86  2.01
N  -2.05  -0.21  1.26
C  -1.07  -1.07  1.08
H  -0.47  -0.91  0.19
H  1.29  -0.42  -1.99
H  1.64  1.12  -2.89
H  0.87  1.07  0.01
H  0.28  -2.35  1.77
H  0.91  2.42  -1.08
C  1.68  0.60  -1.94
H  -2.58  -0.20  2.10
C  0.66  1.36  -1.03

charge: +1
HOMO: -15.0 eV
molecular weight: 75.1 g mol⁻¹
spin multiplicity: 1
LUMO energy: -4.407 eV
Kohn-Sham gap: 10.64 eV

Per-atom Löwdin charges, elementary charge units: 0.0498 0.1476 0.1400 0.0678 0.1912 0.2224 -0.1604 0.1436 0.0491 0.0683 0.0466 0.1383 0.0683 -0.1404 0.1454 -0.1775

=====

Entry S
# C3H11N2

2 unconnected molecules or ions with the total composition C3H11N2 (ωB97M-V/def2-TZVPD, OMol25).

Atoms and positions in Å:
C  -0.19  -0.17  0.45
N  2.21  -1.68  1.69
H  -1.78  1.37  0.43
H  1.49  -2.01  1.02
H  0.50  0.40  1.11
H  -2.44  2.55  -1.74
H  2.05  -0.65  1.78
C  -1.24  0.89  -1.62
H  0.39  -0.80  -0.29
H  -0.63  0.28  -2.26
C  -1.17  0.77  -0.25
N  -2.16  1.73  -2.33
H  2.18  -2.17  2.61
H  -1.63  2.18  -3.06
H  -0.74  -0.88  1.18
H  3.16  -1.79  1.29

charge: +1
HOMO: -11.3 eV
molecular weight: 75.1 g mol⁻¹
spin multiplicity: 1
LUMO energy: -4.303 eV
Kohn-Sham gap: 7.03 eV

Per-atom Löwdin charges, elementary charge units: -0.1734 0.2950 0.0970 0.1310 0.0458 0.1047 0.1397 -0.1956 0.0740 0.0989 -0.1625 0.0264 0.1782 0.0737 0.0972 0.1698

=====

Computed relative energies in units of kJ/mol: entry P 27.3; entry Q 0.0; entry R 10.8; entry S 106.7